one) DFT (ωB97M-V/def2-TZVPD) results for an isolated molecule of C4H10NO3.

Results
Frontier orbital gap (alpha / beta)   4.35 / 11.25 eV
HOMO (alpha / beta)   -0.1395 / -0.3988 Eh
Charge   0
2S+1   2

Atoms and positions in Å:
C -1.14513 -1.43222 -0.01747
O -2.33643 -0.94925 -0.77743
C 0.03350 -0.40772 -0.26046
C 0.16038 0.33417 1.09379
C 1.58005 0.73136 1.39510
O 2.15050 1.59004 0.48431
O 2.18945 0.47591 2.40066
N -0.29421 0.58210 -1.35737
H -1.61408 -1.50667 0.95446
H -0.93124 -2.37541 -0.48181
H -2.24013 -1.27036 -1.68378
H 0.93732 -0.97473 -0.43931
H -0.01766 -0.37606 1.90221
H -0.44165 1.23046 1.25449
H 3.11988 1.64423 0.46463
H 0.46657 0.76841 -2.03895
H -0.46051 1.59264 -1.00873
H -1.15660 0.34310 -1.88435

Atomic partial charges in e from the Mulliken method, atoms 1 to 8:
1 C -0.6080
2 O -0.5441
3 C -0.2626
4 C -0.6840
5 C 0.3870
6 O -0.3365
7 O -0.5510
8 N -1.6888

=====

two) DFT (ωB97M-V/def2-TZVPD) results for a cluster of 3 separate species, C4H10NO3 in total.

Results
Frontier orbital gap (alpha / beta)   4.68 / 2.96 eV
HOMO (alpha / beta)   -0.2693 / -0.2696 Eh
Charge   0
2S+1   2

Atoms and positions in Å:
C -0.78189 0.91782 0.19778
C 0.26378 -0.03671 -0.45121
N 1.85311 -0.38050 -0.17521
C 1.50793 0.35777 0.82145
C -3.95327 -0.24929 -0.22376
O -3.61519 -0.05215 -1.40862
O -3.91230 0.57233 0.72303
H -1.68366 0.93180 -0.44104
H -1.12531 0.50601 1.14628
H -0.46169 1.94843 0.34151
H 0.29346 0.25726 -1.49925
H -0.06532 -1.06282 -0.29279
H 1.76456 1.41693 0.85482
H 1.17678 -0.10331 1.75733
H -4.27926 -1.27130 0.09833
H 3.71674 -1.46249 -0.06398
H 4.70361 -0.73749 -0.94464
O 4.59792 -1.55228 -0.44002

Atomic partial charges in e from the Mulliken method, atoms 1 to 8:
1 C -1.1334
2 C -0.1596
3 N -0.1774
4 C 0.0139
5 C 0.0828
6 O -0.6685
7 O -0.6566
8 H 0.1829

=====

Most stable: one) (next structure +0.1300 hartree)

=====

one) DFT (ωB97M-V/def2-TZVPD) results for a cluster of 2 separate species, C10H10N2 in total.

Results
Frontier orbital gap   9.34 eV
HOMO   -0.3122 Eh
Charge   0

Atoms and positions in Å:
C -1.18596 -1.30760 -0.04580
C -2.50622 -1.09797 -0.04087
C -3.04732 0.18580 -0.08011
C -2.18996 1.23897 -0.12088
C -0.80726 0.85180 0.06143
C 1.81192 0.78060 -1.10902
C 1.76768 1.32559 0.13806
C 1.93086 0.42490 1.19116
C 2.00817 -0.89884 0.91596
C 1.91483 -1.33313 -0.41632
H -0.76662 -2.30540 -0.17185
H -3.03351 -2.02066 -0.01758
H -4.13521 0.37639 -0.13866
H -2.43800 2.23932 -0.29371
H -0.06341 1.60555 -0.12892
H 1.83822 1.46443 -2.04008
H 1.81469 2.44829 0.38329
H 1.75571 0.82941 2.20415
H 2.00643 -1.58273 1.78021
H 1.84989 -2.38632 -0.64282
N -0.31361 -0.34098 0.03361
N 1.78867 -0.49742 -1.46125

Atomic partial charges in e from the Mulliken method, atoms 1 to 8:
1 C -0.0809
2 C -0.6144
3 C -0.2220
4 C -0.8664
5 C 0.0224
6 C -0.0670
7 C -0.4483
8 C -0.1105

=====

two) DFT (ωB97M-V/def2-TZVPD) results for an isolated molecule of C10H10N2.

Results
Frontier orbital gap   7.42 eV
HOMO   -0.2587 Eh
Charge   0

Atoms and positions in Å:
C -0.94366 -1.54619 -0.66200
C -0.82891 -1.27317 -2.15838
C -0.39339 -0.08867 -2.53828
C 0.41975 0.85292 -1.78286
C 0.43441 0.45398 -0.41003
C 0.88328 1.42886 0.60834
C 1.06164 1.12273 1.92974
C 0.48261 0.04782 2.52495
C -0.29519 -0.83315 1.80097
C -0.13687 -0.70248 0.34772
H -0.99075 -3.12261 0.59063
H -1.53975 -3.23545 -1.15337
H -1.39665 -1.95745 -2.91758
H -0.49979 0.07310 -3.59095
H 0.94127 1.62809 -2.46095
H 1.67403 3.08227 1.20699
H 0.65196 3.57380 0.00466
H 1.31100 2.09378 2.50878
H 0.52683 -0.16644 3.64651
H -1.02070 -1.46251 2.25221
N -1.60268 -2.74757 -0.18859
N 1.26157 2.77834 0.44149

Atomic partial charges in e from the Mulliken method, atoms 1 to 8:
1 C 0.6769
2 C -0.5506
3 C -0.4226
4 C -0.7586
5 C 0.2840
6 C 0.9290
7 C -0.6444
8 C -0.3746

=====

three) DFT (ωB97M-V/def2-TZVPD) results for a cluster of 2 separate species, C10H10N2 in total.

Results
Frontier orbital gap   10.07 eV
HOMO   -0.3384 Eh
Charge   0

Atoms and positions in Å:
C 2.88208 -0.22726 0.05723
C 1.88846 -1.18030 -0.12889
C 1.05170 -1.38402 0.92795
C 1.07924 -0.56077 1.99886
C 2.09701 0.39258 2.11606
C -2.20085 1.08290 0.08572
C -3.06935 1.33912 -0.95653
C -2.76579 0.68005 -2.11929
C -1.66397 -0.23826 -2.11764
C -0.99747 -0.54251 -0.98264
H 3.72382 -0.21108 -0.63401
H 1.89940 -1.80719 -0.98002
H 0.26045 -2.10339 0.94423
H 0.40927 -0.72170 2.88058
H 2.22695 1.03267 2.96228
H -2.13561 1.70977 0.92748
H -3.93301 1.91284 -0.80834
H -3.32861 0.95094 -3.02498
H -1.58373 -0.47085 -3.22218
H -0.14024 -1.19249 -0.91401
N 3.05718 0.47610 1.14687
N -1.22933 0.19979 0.07942

Atomic partial charges in e from the Mulliken method, atoms 1 to 8:
1 C -0.2892
2 C -0.2973
3 C -0.2869
4 C -0.1136
5 C -0.3483
6 C -0.1656
7 C -0.6520
8 C -0.0435

=====

Most stable: three) (next structure +0.0372 hartree)

=====

one) DFT (ωB97M-V/def2-TZVPD) results for a structure of composition C2H3NO3.

Results
Frontier orbital gap   9.85 eV
HOMO   -0.3607 Eh
Charge   0

Atoms and positions in Å:
C -0.49877 0.50027 -0.25599
C 1.93871 -0.16262 0.09490
H -2.91151 -0.02382 0.55851
H -1.02634 1.39823 -0.30009
H 2.85164 0.51332 0.28343
N -0.99217 -0.55726 -0.04309
O -2.27502 -0.92600 -0.07559
O 0.81050 0.63876 -0.09169
O 2.10294 -1.38088 -0.17039

Atomic partial charges in e from the Mulliken method, atoms 1 to 8:
1 C 0.0279
2 C 0.2156
3 H 0.3254
4 H 0.3769
5 H 0.3068
6 N -0.1403
7 O -0.3830
8 O -0.2853

=====

two) DFT (ωB97M-V/def2-TZVPD) results for a structure of composition C2H3NO3.

Results
Frontier orbital gap   10.64 eV
HOMO   -0.3719 Eh
Charge   0

Atoms and positions in Å:
C 1.27398 0.05179 -0.00346
C -0.56674 0.87754 -0.14575
N -0.04866 -0.47500 0.11715
O 2.43662 -0.32069 0.14454
O 0.79317 1.35637 -0.02279
O -0.76029 -1.58414 -0.23196
H -1.07895 0.99371 -1.10009
H -1.28078 1.29556 0.70126
H -0.76834 -2.19514 0.54111

Atomic partial charges in e from the Mulliken method, atoms 1 to 8:
1 C 0.5257
2 C -0.1976
3 N 0.0965
4 O -0.5477
5 O -0.3392
6 O -0.4005
7 H 0.2747
8 H 0.2105

=====

three) DFT (ωB97M-V/def2-TZVPD) results for a cluster of 2 separate species, C2H3NO3 in total.

Results
Frontier orbital gap   11.01 eV
HOMO   -0.3851 Eh
Charge   0

Atoms and positions in Å:
C -1.75026 1.59718 -0.23179
C -1.83761 0.74786 -1.06523
N 1.54466 -0.71710 0.12220
O 1.76321 -1.37175 1.33415
O 2.52960 -0.42623 -0.44864
O 0.41002 -0.54330 -0.16722
H -1.64773 2.33679 0.50653
H 0.92676 -1.63079 1.75390
H -1.93865 0.00734 -1.80390

Atomic partial charges in e from the Mulliken method, atoms 1 to 8:
1 C -0.2901
2 C -0.4216
3 N 1.0698
4 O -0.4370
5 O -0.5280
6 O -0.4980
7 H 0.3695
8 H 0.3766

=====

Most stable: two) (next structure +0.0798 hartree)